No. 1
Entry from the Open Molecules 2025 dataset: the ion C3H3N2O2S with charge -1 (ωB97M-V with the def2-TZVPD basis set).

Positions of all 11 atoms, in Å:
N: 1.9680 1.0810 0.1373
C: 0.6471 0.4396 -0.0053
S: -0.8936 1.4586 -0.1392
C: -1.8950 -0.0664 0.0507
O: -3.1062 -0.1580 0.1154
N: -1.0370 -1.0929 -0.0602
C: 0.3898 -0.9142 -0.0178
O: 1.1917 -1.8286 -0.1465
H: 1.9506 1.5696 1.0223
H: 1.9540 1.5839 -0.7335
H: -1.1693 -2.0728 -0.2232

Forces on atoms 1 to 6 (eV/Å):
-2.4 -1.8 -0.6
0.3 0.7 0.7
0.3 -1.5 0.8
0.2 0.3 -0.9
-0.2 0.4 0.1
1.6 -1.2 0.3

## Properties
* gap between HOMO and LUMO: 5.94 eV
* SMILES string: Nc1sc(=O)[nH]c1[O-]
* E_HOMO: -2.4582 eV
* DFT total energy: -774.34585 Ha
* charge: -1
* LUMO level: 3.4821 eV
* ΔE to the lowest compared entry with this formula, charge and spin: 56.1 kJ/mol

=====

No. 2
Entry from the Open Molecules 2025 dataset: a cluster of 8 separate species, C6H27NO8 in total (ωB97M-V with the def2-TZVPD basis set).

Positions of all 42 atoms, in Å:
C: 0.5861 3.2603 -0.1537
C: 0.1973 1.8736 -0.6242
O: -0.9717 1.5583 -0.4925
N: 1.0875 1.0395 -1.2800
C: 0.5543 -0.2447 -1.7142
C: 2.5242 1.4182 -1.5449
C: 3.5903 0.3091 -1.3449
C: 2.6565 1.8550 -3.0296
H: 1.3325 3.1064 0.6643
H: -0.3016 3.6973 0.2931
H: 1.0018 3.6860 -1.0649
H: 1.5365 -0.8070 -2.0149
H: -0.1560 -0.1498 -2.5741
H: -0.0456 -0.7233 -0.9860
H: 2.8066 2.3031 -0.9509
H: 3.7977 0.0467 -0.3223
H: 3.0099 -0.5458 -1.6984
H: 4.5536 0.7205 -1.6872
H: 1.8296 2.4888 -3.2915
H: 3.5613 2.4732 -3.0995
H: 2.8717 0.9058 -3.6316
O: -2.2903 2.5672 1.8019
H: -2.6762 2.1097 1.0462
H: -1.3505 2.5244 1.6246
O: -3.1863 -3.3445 -1.3186
H: -3.1785 -2.4909 -0.8311
H: -2.6932 -3.1804 -2.1238
O: -0.5166 -2.4495 1.0048
H: -0.0785 -1.8265 1.6071
H: 0.3190 -2.7720 0.6394
O: 0.5593 -0.6187 2.6206
H: 0.1643 0.1282 3.1280
H: 0.7850 -1.2733 3.2856
O: -3.7365 -1.2315 0.3484
H: -2.7733 -1.1055 0.4019
H: -3.9155 -1.8629 1.0514
O: 1.7622 -4.0689 -0.4336
H: 2.3356 -4.4688 0.2277
H: 0.9783 -4.5876 -0.7189
O: -1.4330 0.2277 4.2486
H: -2.1887 -0.1690 3.7955
H: -1.4739 1.1090 3.8787

Forces on atoms 1 to 6 (eV/Å):
1.2 -1.8 0.5
0.3 -0.3 -0.6
-0.6 -0.9 0.0
0.2 1.1 1.4
2.1 0.0 -2.2
-0.1 0.7 -0.5

## Properties
* gap between HOMO and LUMO: 9.55 eV
* SMILES string: CC(=O)N(C)C(C)C.O.O.O.O.O.O.O
* E_HOMO: -9.2913 eV
* DFT total energy: -901.44101 Ha
* LUMO level: 0.2628 eV
* ΔE to the lowest compared entry with this formula, charge and spin: 226.5 kJ/mol

=====

No. 3
Entry from the Open Molecules 2025 dataset: a cluster of 7 separate species, C22H47FN7O6S in total (ωB97M-V with the def2-TZVPD basis set).

Positions of all 84 atoms, in Å:
F: -0.4889 3.9559 -0.3128
C: -0.5199 2.5662 -0.1130
C: -0.1428 1.8139 -1.3851
C: 1.3576 1.8057 -1.7435
N: 2.2200 1.1415 -0.5548
C: 1.8590 0.0417 -0.2924
S: 1.1935 -1.2271 0.4751
H: 0.1718 2.3020 0.6878
H: -1.5309 2.2947 0.1903
H: -0.5797 0.7998 -1.3655
H: -0.6197 2.3550 -2.2044
H: 1.4411 1.1280 -2.5912
C: 1.2147 5.3002 1.9243
C: 1.3150 5.3987 3.4247
O: 2.1731 4.8208 4.0735
N: 0.3901 6.1774 4.0610
C: -0.6965 6.9323 3.4706
H: 2.0034 4.6528 1.5534
H: 0.2563 4.8742 1.6309
H: 1.3329 6.2873 1.4734
H: 0.5066 6.2055 5.0609
H: -0.5792 7.9912 3.7154
H: -1.6467 6.5835 3.8810
H: -0.7150 6.8175 2.3924
C: 1.9089 -4.1242 -2.0478
C: 0.4289 -4.1813 -2.3398
O: -0.2992 -3.2298 -2.1469
N: -0.0771 -5.3569 -2.8353
C: 0.6348 -6.5841 -3.1245
H: 2.1512 -3.1379 -1.6614
H: 2.1796 -4.8668 -1.2955
H: 2.4847 -4.2974 -2.9596
H: -1.0688 -5.3259 -3.0070
H: 0.5193 -6.8328 -4.1827
H: 0.2155 -7.3991 -2.5290
H: 1.6911 -6.4887 -2.8975
C: -1.5456 -0.2093 4.6162
C: -1.7659 -0.1049 3.1243
O: -1.3814 0.8489 2.4728
N: -2.4124 -1.1324 2.5077
C: -2.9368 -2.3521 3.0921
H: -1.0208 0.6795 4.9542
H: -2.5012 -0.2730 5.1400
H: -0.9377 -1.0843 4.8506
H: -2.5188 -0.9939 1.5143
H: -2.4511 -3.2093 2.6195
H: -4.0089 -2.4102 2.9042
H: -2.7648 -2.3923 4.1622
C: -6.3802 -3.3864 1.1652
C: -6.9399 -3.7949 2.5074
O: -6.2728 -3.7685 3.5284
N: -8.2393 -4.2030 2.5460
C: -9.1816 -4.3009 1.4480
H: -5.3443 -3.0893 1.2892
H: -6.4202 -4.2220 0.4653
H: -6.9383 -2.5412 0.7604
H: -8.5511 -4.4614 3.4686
H: -10.0431 -3.6619 1.6513
H: -9.5275 -5.3326 1.3576
H: -8.7296 -3.9965 0.5106
C: 7.4411 -1.3861 0.1672
C: 6.0093 -1.7228 0.5241
O: 5.4476 -2.7021 0.0572
N: 5.3754 -0.8914 1.3868
C: 5.8964 0.3012 2.0249
H: 7.8142 -2.1344 -0.5259
H: 7.4937 -0.4078 -0.3125
H: 8.0687 -1.3921 1.0599
H: 4.4202 -1.1569 1.5879
H: 5.8494 0.1809 3.1093
H: 5.2792 1.1559 1.7435
H: 6.9239 0.4923 1.7332
C: 0.8441 4.3610 -5.4279
C: 1.1951 2.9137 -5.1688
O: 0.6275 2.2540 -4.3300
N: 2.2014 2.3632 -5.9220
C: 2.9915 2.9916 -6.9580
H: 0.0414 4.6483 -4.7559
H: 1.7058 5.0028 -5.2359
H: 0.5063 4.4947 -6.4582
H: 2.3874 1.3999 -5.6942
H: 2.8628 2.4471 -7.8979
H: 4.0484 2.9600 -6.6814
H: 2.6973 4.0254 -7.1066

Forces on atoms 1 to 6 (eV/Å):
0.0 0.2 0.0
0.2 -1.1 -0.4
0.7 0.1 0.1
-0.5 1.2 -0.4
0.4 -0.5 -0.3
-0.7 0.0 1.6

## Properties
* gap between HOMO and LUMO: 3.52 eV
* E_HOMO: -1.4986 eV
* DFT total energy: -2199.23928 Ha
* charge: -1
* LUMO level: 2.0174 eV

=====

No. 4
Entry from the Open Molecules 2025 dataset: a structure of composition C6H2InNO7 (ωB97M-V with the def2-TZVPD basis set).

Positions of all 17 atoms, in Å:
In: -32.5591 -0.8884 4.5184
N: -29.0017 -2.0760 3.8188
O: -28.7759 -2.2934 5.0167
O: -30.0515 -1.3965 3.5229
O: -28.2742 -2.4729 2.9154
C: -36.4463 2.0090 2.6602
C: -35.2283 1.3153 2.9738
C: -34.0206 1.4936 2.0241
O: -33.0514 0.7967 2.2358
C: -34.2111 2.2636 0.8143
C: -35.4288 2.9585 0.5729
C: -36.5963 2.8182 1.4957
O: -37.6518 3.3701 1.3024
O: -35.5395 3.5520 -0.4807
O: -35.0281 0.5826 3.9190
H: -37.2571 2.0355 3.3794
H: -33.3836 2.2571 0.1150

Forces on atoms 1 to 6 (eV/Å):
1.2 -0.3 -0.3
0.0 -0.1 0.6
0.0 0.0 -0.3
-1.1 0.4 -0.2
-0.2 0.1 0.2
0.8 -0.2 0.7

## Properties
* gap between HOMO and LUMO: 2.09 eV
* E_HOMO: -8.0506 eV
* DFT total energy: -1001.09828 Ha
* LUMO level: -5.9648 eV